C3H9NO2 | ωB97M-V/def2-TZVPD

As for the energy above the lowest of the compared OMol25 structures with the same formula, charge and spin: 287.8 kJ/mol. The electronic energy comes out at -8839.9721 eV. As for the orbital gap: 10.10 eV. The highest occupied orbital energy is -0.3395 Eh.

Last column: Löwdin charge in e.
Cartesian coordinates (Å):
C -1.07045 0.12248 -0.34773  -0.540
C 1.45115 -0.18849 -0.95832  -0.104
C -1.88344 -0.06923 0.93224  -0.042
N 2.12085 -0.39412 0.21323  0.036
O -0.19837 -0.89513 -0.57714  -0.128
O -0.40363 1.44606 -0.29420  -0.079
H 0.04326 1.46683 0.56776  0.077
H -1.76618 0.23846 -1.19623  0.137
H 2.94007 0.17213 0.39385  0.100
H 1.93112 -1.30684 0.61701  0.105
H 1.49232 -0.99342 -1.68320  0.094
H 1.58132 0.78290 -1.42642  0.109
H -2.41885 -1.02132 0.89402  0.078
H -2.60359 0.74235 1.06603  0.078
H -1.21560 -0.10266 1.79910  0.078

=====

H16O8 | ωB97M-V/def2-TZVPD

As for the energy above the lowest of the compared OMol25 structures with the same formula, charge and spin: 390.0 kJ/mol. The electronic energy comes out at -16637.9683 eV. Its SMILES is O.O.O.O.O.O.O.O. As for the orbital gap: 10.00 eV. The highest occupied orbital energy is -0.3660 Eh.

Last column: Löwdin charge in e.
Cartesian coordinates (Å):
O -0.07675 0.03278 -1.34007  -0.020
H -1.01933 0.16527 -1.15109  0.039
H 0.39957 -0.03188 -0.58420  -0.034
O 2.14828 0.40679 3.09706  -0.099
H 2.51661 0.48888 2.21704  0.005
H 1.39535 -0.29704 2.95999  0.093
O -1.99011 -0.97557 2.14668  -0.063
H -2.57162 -0.88111 1.39080  0.012
H -2.25650 -1.81814 2.56048  0.044
O 3.51140 3.00024 -1.31585  -0.052
H 3.01047 3.76319 -1.72669  0.072
H 3.06778 3.06131 -0.51303  -0.020
O -4.37980 -0.25208 -0.91155  -0.079
H -4.77097 -1.18148 -1.10131  0.095
H -4.85232 0.38575 -1.40586  0.001
O -1.77644 2.96114 0.15718  -0.074
H -2.33329 3.67014 0.56146  0.056
H -2.28183 2.48809 -0.50963  0.016
O 3.61205 -2.13906 -0.45955  -0.049
H 3.93950 -1.80948 0.37570  0.021
H 3.99747 -3.01820 -0.54039  0.037
O 0.44147 -2.43893 -1.51901  -0.034
H -0.21307 -2.97905 -1.83647  -0.020
H 0.48207 -2.60158 -0.55168  0.056